Entry 1:
Density functional theory data (ωB97M-V/def2-TZVPD) for a molecular structure, C53H49AsCaNO2P3.

The max |F| comes out at 0.46 eV/Å. The calculation puts the highest occupied orbital energy at -11.74 eV. The orbital gap is 7.2458 eV. Its total charge is +2.

```
110
C53H49AsCaNO2P3 (ωB97M-V/def2-TZVPD)
Ca 1.037 -0.616 -0.412
O -0.166 -0.452 -2.279
P -0.276 -1.399 -3.466
C 1.371 -1.735 -4.155
P 2.563 -2.501 -3.008
O 2.452 -1.871 -1.629
C 2.265 -4.256 -2.949
C 2.626 -4.911 -1.771
C 2.473 -6.285 -1.671
C 1.963 -7.006 -2.743
C 1.607 -6.357 -3.918
C 1.758 -4.983 -4.025
C 4.162 -2.211 -3.740
C 4.758 -0.960 -3.558
C 5.980 -0.690 -4.150
C 6.607 -1.662 -4.920
C 6.020 -2.907 -5.096
C 4.796 -3.187 -4.506
C -0.966 -2.976 -2.983
C -0.851 -3.444 -1.677
C -1.296 -4.714 -1.346
C -1.873 -5.517 -2.319
C -2.013 -5.050 -3.619
C -1.560 -3.784 -3.953
C -1.270 -0.747 -4.786
C -0.795 -0.559 -6.082
C -1.639 -0.044 -7.055
C -2.948 0.283 -6.735
C -3.425 0.100 -5.441
C -2.590 -0.415 -4.466
H 1.798 -0.771 -4.453
H 1.298 -2.345 -5.055
H 3.031 -4.346 -0.941
H 2.759 -6.794 -0.761
H 1.850 -8.078 -2.665
H 1.217 -6.922 -4.753
H 1.489 -4.496 -4.952
H 4.274 -0.209 -2.945
H 6.448 0.274 -4.009
H 7.562 -1.449 -5.379
H 6.518 -3.663 -5.687
H 4.348 -4.164 -4.631
H -0.431 -2.832 -0.881
H -1.205 -5.072 -0.329
H -2.229 -6.504 -2.058
H -2.481 -5.670 -4.372
H -1.679 -3.418 -4.965
H 0.225 -0.802 -6.346
H -1.273 0.104 -8.061
H -3.602 0.685 -7.496
H -4.445 0.358 -5.197
H -2.961 -0.561 -3.458
C 4.656 -0.400 3.179
C 3.647 -0.488 2.128
N 2.852 -0.564 1.306
H 4.336 -0.984 4.039
H 4.784 0.638 3.481
H 5.606 -0.785 2.813
C -1.877 2.039 1.509
C -2.059 3.286 2.364
As -3.992 3.589 2.663
C -4.152 2.091 3.919
C -4.717 0.903 3.461
C -4.780 -0.218 4.282
C -4.298 -0.150 5.582
C -3.744 1.035 6.052
C -3.661 2.145 5.223
C -3.868 5.049 3.946
C -5.007 5.360 4.687
C -4.995 6.414 5.588
C -3.848 7.180 5.749
C -2.716 6.888 5.003
C -2.725 5.827 4.105
P -0.177 1.355 1.473
C 0.875 2.740 0.939
C 1.345 2.729 -0.376
C 2.157 3.747 -0.859
C 2.509 4.795 -0.024
C 2.034 4.831 1.282
C 1.223 3.813 1.761
C 0.224 1.067 3.227
C -0.728 0.418 4.019
C -0.442 0.093 5.336
C 0.790 0.418 5.886
C 1.735 1.075 5.111
C 1.457 1.392 3.789
H -2.162 2.223 0.470
H -2.515 1.221 1.858
H -1.634 4.156 1.860
H -1.582 3.175 3.342
H -5.135 0.858 2.460
H -5.233 -1.131 3.919
H -4.371 -1.011 6.233
H -3.378 1.096 7.068
H -3.219 3.060 5.596
H -5.910 4.771 4.568
H -5.884 6.641 6.161
H -3.840 8.005 6.447
H -1.822 7.487 5.119
H -1.831 5.618 3.531
H 1.017 1.965 -1.084
H 2.499 3.728 -1.885
H 3.142 5.591 -0.392
H 2.293 5.658 1.928
H 0.859 3.855 2.779
H -1.709 0.175 3.625
H -1.194 -0.401 5.936
H 1.004 0.180 6.918
H 2.683 1.365 5.547
H 2.196 1.924 3.203
```



Entry 2:
Density functional theory data (ωB97M-V/def2-TZVPD) for a molecular structure, C53H49Cl3FIrN8O7S at a distorted geometry.

The max |F| comes out at 4.21 eV/Å. Its multiplicity is 2. The calculation puts the highest occupied orbital energy (alpha / beta) at -13.48 / -13.48 eV. Its expectation value of S² is 0.771. The orbital gap (alpha / beta) is 3.9560 / 4.0551 eV. Its total charge is +3.

```
123
C53H49Cl3FIrN8O7S (ωB97M-V/def2-TZVPD)
Ir -0.408 0.348 -0.106
O 2.220 -3.963 -2.172
C 2.934 -3.004 -2.745
C 3.763 -3.360 -3.819
C 4.538 -2.417 -4.455
C 4.502 -1.081 -4.050
C 3.673 -0.707 -3.011
C 2.879 -1.646 -2.347
C 1.948 -1.183 -1.311
O 1.655 0.028 -1.220
N 1.437 -2.123 -0.488
N 0.584 -1.692 0.399
C 0.168 -2.348 1.421
C -0.699 -1.678 2.361
C -1.060 -2.277 3.574
C -1.850 -1.571 4.463
C -2.265 -0.292 4.122
C -1.876 0.230 2.894
N -1.121 -0.443 2.047
H 1.767 -3.620 -1.366
H 3.783 -4.399 -4.108
H 5.186 -2.716 -5.264
H 5.120 -0.347 -4.546
H 3.624 0.320 -2.681
H 0.490 -3.365 1.633
H -0.720 -3.273 3.808
H -2.126 -2.002 5.414
H -2.874 0.292 4.793
H -2.193 1.215 2.581
C 4.208 6.431 2.097
C 3.247 5.826 3.114
N 2.808 4.498 2.710
C 1.814 4.436 1.814
C 1.241 3.287 1.351
C 0.082 3.478 0.357
O 0.010 4.569 -0.173
O -0.719 2.510 0.213
C 1.695 2.017 1.816
O 1.254 0.897 1.501
C 2.800 2.105 2.770
C 3.312 0.919 3.305
C 4.341 0.936 4.202
F 4.742 -0.245 4.716
C 4.968 2.136 4.603
C 4.446 3.311 4.070
C 3.356 3.331 3.190
N 6.046 2.158 5.467
C 6.951 1.053 5.673
C 8.392 1.542 5.489
N 8.668 2.641 6.453
C 7.704 3.757 6.269
C 6.284 3.203 6.430
H 4.541 7.403 2.447
H 3.715 6.567 1.139
H 5.077 5.793 1.947
H 2.364 6.463 3.194
H 3.699 5.765 4.102
H 1.424 5.374 1.438
H 2.861 -0.017 3.018
H 4.922 4.237 4.338
H 6.775 0.255 4.957
H 6.829 0.633 6.682
H 8.529 1.931 4.477
H 9.092 0.720 5.652
H 9.633 2.977 6.347
H 8.570 2.270 7.409
H 7.844 4.170 5.268
H 7.898 4.538 7.007
H 5.559 4.008 6.328
H 6.177 2.794 7.447
Cl -4.512 -5.953 -2.330
C -4.879 -4.314 -2.683
C -3.868 -3.449 -3.097
C -4.168 -2.124 -3.347
C -5.462 -1.638 -3.195
C -5.733 -0.161 -3.343
C -5.834 0.452 -1.912
N -4.691 0.056 -1.136
C -4.647 -1.040 -0.326
C -3.355 -1.170 0.083
N -2.614 -0.170 -0.471
C -3.444 0.544 -1.206
O -4.693 0.445 -4.069
C -5.045 1.664 -4.709
C -3.862 2.121 -5.504
C -3.651 1.768 -6.824
Cl -4.670 0.822 -7.792
S -2.183 2.442 -7.458
C -1.861 3.191 -5.954
C -2.821 2.932 -5.016
C -6.470 -2.524 -2.799
Cl -8.095 -1.979 -2.609
C -6.183 -3.856 -2.541
H -2.862 -3.820 -3.210
H -3.404 -1.435 -3.667
H -6.699 -0.007 -3.842
H -6.735 0.075 -1.426
H -5.885 1.540 -1.982
H -5.516 -1.624 -0.103
H -2.930 -1.919 0.717
H -3.160 1.397 -1.789
H -5.310 2.432 -3.970
H -5.904 1.503 -5.374
H -0.994 3.814 -5.847
H -2.795 3.334 -4.018
H -6.964 -4.528 -2.227
C 0.770 1.933 -3.341
C -0.059 0.693 -3.414
O -0.725 0.295 -2.461
C -0.082 -0.071 -4.671
C 0.370 0.442 -5.890
C 0.319 -0.339 -7.029
C -0.187 -1.630 -6.971
C -0.636 -2.151 -5.765
C -0.586 -1.375 -4.626
H 0.882 2.242 -2.303
H 0.275 2.732 -3.890
H 1.749 1.762 -3.781
H 0.740 1.452 -5.954
H 0.668 0.057 -7.971
H -0.238 -2.231 -7.866
H -1.026 -3.157 -5.718
H -0.924 -1.763 -3.674
```